{"formula": "C9H17N3O5", "method": "ωB97M-V with the def2-TZVPD basis set", "e_lumo_ev": -0.02, "smiles": "C[C@@H](O)[C@H](N)C(=O)N[C@@H](CCC(N)=O)C(=O)O", "orbital_gap_ev": 9.36, "relative_energy_kcal_mol": 102.96, "elements": ["C", "C", "O", "C", "N", "C", "O", "N", "C", "C", "C", "C", "N", "O", "C", "O", "O", "H", "H", "H", "H", "H", "H", "H", "H", "H", "H", "H", "H", "H", "H", "H", "H", "H"], "xyz": [[4.135253, -0.596682, 1.478889], [3.141817, 0.395992, 0.531753], [3.853879, 0.917730, -0.614939], [2.128739, -0.698399, 0.077376], [2.895220, -1.683609, -0.773231], [1.072693, -0.116602, -0.896928], [1.108737, -0.340543, -2.086779], [-0.092695, 0.471776, -0.286288], [-1.148281, 1.153522, -0.882136], [-2.325852, 0.196874, -1.148408], [-2.843331, -0.186209, 0.238485], [-3.887561, -1.262183, 0.123809], [-4.634841, -1.533694, 1.210366], [-4.041545, -1.921688, -0.910970], [-1.439777, 2.448718, -0.032839], [-0.641579, 2.864852, 0.861898], [-2.485736, 3.041369, -0.530422], [4.554492, -1.284479, 0.595766], [3.727108, -1.339782, 2.192855], [5.128802, 0.019757, 1.918210], [2.624599, 1.298019, 0.836548], [4.177840, 0.177186, -1.068135], [1.795879, -1.068381, 1.000984], [3.400398, -2.521097, -0.308535], [2.364865, -2.034745, -1.564885], [0.173387, 1.004692, 0.589024], [-0.589285, 1.682662, -1.804824], [-1.851444, -0.712507, -1.485015], [-2.996052, 0.729905, -1.781901], [-1.843112, -0.632635, 0.652095], [-3.421031, 0.635354, 0.905441], [-5.403052, -2.191034, 1.184515], [-4.522487, -1.063403, 2.077431], [-2.116057, 4.149254, -0.299201]], "atomic_forces_ev_per_a": [[3.0, 1.9, -2.2], [1.5, -2.1, -0.8], [-1.0, 1.2, 2.5], [1.6, 0.6, -2.7], [0.7, -1.5, 1.2], [-2.4, -0.4, 0.2], [0.0, 0.4, 0.4], [4.2, -0.5, 3.5], [1.4, 2.4, -2.1], [1.0, 1.6, 1.4], [-0.2, 0.4, 1.3], [0.0, -1.8, -1.7], [-0.7, -0.1, 0.7], [0.1, 0.9, 0.9], [3.6, -1.8, 1.6], [-3.1, -0.9, -3.0], [1.5, 6.3, 1.2], [-0.5, 1.7, 2.1], [-0.2, 1.1, -0.1], [-2.9, -1.7, -1.0], [0.1, -0.2, 1.3], [0.7, -1.9, -1.3], [-1.4, -0.8, 0.9], [-1.7, 2.2, -0.7], [-0.1, 0.3, 0.3], [-0.2, -1.1, -1.0], [-2.0, -1.1, 1.0], [-0.4, -0.1, -1.0], [-0.8, -0.4, -0.7], [-2.2, 0.9, 0.4], [2.1, -1.3, -1.5], [0.4, 0.0, -0.4], [0.2, 0.5, 0.4], [-2.3, -4.4, -0.8]], "nbo_charge": [-0.685, 0.109, -0.716, -0.177, -0.892, 0.704, -0.589, -0.678, -0.139, -0.398, -0.527, 0.658, -0.814, -0.626, 0.784, -0.635, -0.643, 0.218, 0.216, 0.231, 0.202, 0.478, 0.207, 0.379, 0.401, 0.415, 0.241, 0.250, 0.230, 0.266, 0.218, 0.407, 0.386, 0.515]}